# 1
Entry from the Open Molecules 2025 dataset: a cluster of 2 separate species, C2H4ClPS in total in a non-equilibrium geometry (ωB97M-V with the def2-TZVPD basis set).

Each line ends with the Löwdin charge.
Cartesian coordinates (Å):
Cl1 -2.115 -2.940 0.880  0.55
S1 0.801 1.476 0.620  0.20
P1 1.506 1.322 -1.242  0.36
C1 -0.768 -0.686 0.252  -0.15
C2 -1.046 -1.583 1.098  -0.72
H1 0.545 2.092 -1.810  -0.15
H2 2.490 2.252 -1.108  -0.17
H3 -0.968 -0.115 -0.676  0.02
H4 -0.443 -1.818 1.986  0.06

Values from the calculation:
* multiplicity: 3
* E_tot: -1278.1517 hartree
* charge: 0
* LUMO level (spin up / spin down): 0.77 / -2.60 eV
* Kohn-Sham gap (spin up / spin down): 8.6 / 6.8 eV
* relative energy (zero: lowest compared OMol25 entry of this formula, charge and spin): 0.0 kJ/mol
* HOMO (spin up / spin down): -7.874 / -9.404 eV

=====

# 2
Entry from the Open Molecules 2025 dataset: a structure of composition C4H9NO in a non-equilibrium geometry (ωB97M-V with the def2-TZVPD basis set).

Each line ends with the Löwdin charge.
Cartesian coordinates (Å):
O1 1.305 1.450 0.169  -0.01
N1 -0.454 -0.366 0.703  0.10
C1 2.066 -0.926 -0.325  -0.03
C2 -1.155 0.391 -0.002  -0.35
C3 -2.573 0.002 -0.047  -0.12
C4 1.433 0.215 0.537  -0.35
H1 3.217 -0.707 -0.220  0.12
H2 1.712 -0.638 -1.357  0.09
H3 1.380 1.656 -0.809  0.15
H4 -3.289 0.839 0.133  0.08
H5 -0.781 1.069 -0.724  0.08
H6 1.659 -1.777 -0.008  0.01
H7 1.553 0.106 1.577  0.10
H8 -2.898 -0.694 0.672  0.05
H9 -2.741 -0.377 -1.098  0.09

Values from the calculation:
* E_tot: -287.6884 hartree
* charge: 0
* LUMO level: 0.68 eV
* Kohn-Sham gap: 8.7 eV
* relative energy (zero: lowest compared OMol25 entry of this formula, charge and spin): 378.2 kJ/mol
* HOMO: -7.967 eV